Entry 1:
13
Properties=species:S:1:pos:R:3:forces:R:3:nbo_charge:R:1 method="wB97M-V/def2-TZVPD" homo_energy_ev="-14.0 / -14.0" e_tot_ha=-353.0494 charge=+1 spin_multiplicity=1 relative_energy_kj_mol=776.9 lumo_energy_ev="-5.98 / -5.98" molar_mass_da=100.10
C -2.10566 0.36364 0.24801 -2.559 -0.815 1.213 -0.246
C -1.26859 1.25502 0.52441 -1.379 -3.794 -2.350 0.073
N -1.58911 -0.98031 -0.37529 -1.801 -0.522 -0.055 0.030
N -0.47873 -1.19208 -0.59283 1.516 -1.450 -1.173 0.101
N 1.49524 -0.05514 -1.29279 2.028 0.061 0.642 -0.610
N 1.06875 -0.27973 0.95786 0.623 0.670 -1.731 -0.625
N 0.50891 -0.10415 -0.35500 0.598 1.982 1.510 0.090
H -3.18510 0.03555 0.52394 1.975 1.435 -0.554 0.315
H -0.72452 1.96977 0.92772 2.304 3.252 1.464 0.232
H 1.46829 0.36540 -2.25141 -1.083 -0.313 1.626 0.447
H 2.45591 -0.03681 -0.87193 -1.439 -0.031 -0.724 0.398
H 1.99132 -0.73771 0.95519 -0.939 -0.259 0.052 0.392
H 0.36329 -0.60344 1.60212 0.156 -0.214 0.080 0.404

Entry 2:
11
Properties=species:S:1:pos:R:3:forces:R:3:nbo_charge:R:1 method="wB97M-V/def2-TZVPD" homo_energy_ev=-8.2 e_tot_ha=-503.3413 charge=0 spin_multiplicity=1 relative_energy_kj_mol=275.1 lumo_energy_ev=0.22 molar_mass_da=73.96
B 0.59718 -0.11317 0.31116 -0.166 3.397 -1.671 0.562
C -1.01753 1.70585 -0.19256 3.319 -2.393 1.088 -0.731
C -0.07416 -1.44456 0.30174 -1.795 -2.499 0.482 -1.136
S 2.26483 0.40886 -0.11490 -0.955 1.022 0.391 -0.174
H -1.43347 1.18402 -0.99469 -0.428 -0.465 -1.504 0.182
H -0.47695 2.60530 -0.34943 0.354 0.548 -0.371 0.194
H -1.65101 1.71222 0.62388 -1.160 0.131 1.698 0.181
H -0.16259 -1.96446 1.33294 0.277 0.761 -1.675 0.274
H 0.18095 -2.18890 -0.50943 0.506 0.670 1.077 0.259
H -1.09820 -1.18506 0.00337 -0.147 -0.230 0.415 0.263
H 2.87095 -0.72010 -0.41206 0.195 -0.943 0.070 0.124

Entry 3:
18
Properties=species:S:1:pos:R:3:forces:R:3:nbo_charge:R:1 method="wB97M-V/def2-TZVPD" homo_energy_ev=-8.3 e_tot_ha=-269.0013 charge=0 spin_multiplicity=1 relative_energy_kj_mol=302.0 lumo_energy_ev=1.04 smiles="C=CC.CNN" molar_mass_da=88.15
C 0.10628 -1.59969 -0.25257 -1.209 -0.531 1.561 -0.508
C -0.44294 -1.06999 0.87865 -0.255 -1.746 -0.992 -0.155
C -1.86272 -0.58881 0.95688 0.193 0.502 -0.103 -0.652
H -0.51382 -1.74033 -1.13076 0.086 0.458 -0.214 0.208
H 0.94761 -2.27579 -0.18235 0.347 0.303 -0.008 0.221
H 0.01587 -1.29997 1.83395 0.321 0.373 -0.015 0.206
H -2.47526 -1.29063 1.52862 0.093 0.003 0.005 0.225
H -2.30141 -0.48279 -0.03577 0.003 -0.022 -0.009 0.209
H -1.92019 0.38212 1.45519 -0.103 -0.041 0.024 0.220
C 1.33500 1.32128 0.39517 -0.910 -1.094 1.256 -0.423
N 1.43231 0.81821 -0.92296 -0.494 -2.727 -0.760 -0.452
N 0.50901 1.48634 -1.77264 -0.257 0.189 -0.104 -0.678
H 0.50107 0.69408 0.93452 0.875 1.523 -0.306 0.163
H 2.24170 1.09059 0.95132 0.150 0.032 0.028 0.197
H 1.15662 2.39499 0.42569 -0.222 -0.131 -0.049 0.216
H 1.07020 -0.27998 -0.82400 1.299 2.929 -0.399 0.337
H 0.66156 1.15746 -2.71910 0.009 0.052 0.098 0.351
H -0.46088 1.28292 -1.51982 0.076 -0.070 -0.012 0.316

Entry 4:
132
Properties=species:S:1:pos:R:3:forces:R:3:mulliken_charge:R:1 method="wB97M-V/def2-TZVPD" homo_energy_ev=-1.5 e_tot_ha=-6167.8535 charge=-2 spin_multiplicity=1 relative_energy_kj_mol=134.2 lumo_energy_ev=3.46 molar_mass_da=1068.70
Sr -0.59275 -0.10117 0.02681 -0.305 0.440 -0.339 0.726
C 1.35710 -5.25963 5.91189 0.008 0.001 -0.006 -1.848
C 2.53891 -4.83707 5.02715 -0.011 0.024 0.020 2.278
C 3.38205 -6.07796 4.73462 0.002 -0.008 0.002 -2.238
C 3.41118 -3.83990 5.80529 0.007 -0.013 -0.001 -1.706
C 2.01648 -4.17694 3.75404 0.017 -0.025 -0.052 -0.644
C 1.24259 -3.02081 3.82788 0.012 0.016 -0.018 -0.489
C 0.76815 -2.38931 2.69934 -0.042 0.031 0.030 0.955
Se -0.04947 -0.65732 2.95099 0.099 -0.200 0.265 0.123
C 1.59972 0.32889 3.02313 0.066 0.030 0.111 -0.528
C 2.22163 0.46813 4.25668 -0.028 -0.032 0.005 0.323
C 3.44059 1.11071 4.39110 0.014 0.028 -0.019 -0.544
C 4.01779 1.60192 3.21436 0.036 -0.001 0.111 0.000
C 3.43730 1.49424 1.96489 0.032 0.000 -0.063 -0.381
C 2.15297 0.85982 1.83203 0.059 0.004 -0.227 0.475
O 1.55815 0.76576 0.68679 0.124 0.079 0.175 -0.390
C 4.17878 1.98848 0.71726 -0.044 -0.021 0.017 2.675
C 3.36238 3.05845 -0.02396 0.030 -0.033 0.039 -1.471
C 5.53502 2.60562 1.06556 0.047 0.029 -0.039 -2.536
C 4.43877 0.80089 -0.22466 -0.003 0.035 0.007 -1.720
C 4.16209 1.28452 5.72562 0.005 0.000 -0.007 1.904
C 3.37737 0.67076 6.88562 0.006 -0.002 -0.006 -1.915
C 4.36132 2.77810 6.02183 -0.002 -0.008 -0.003 -1.749
C 5.53540 0.59862 5.67011 -0.005 -0.005 0.013 -1.546
C 0.95566 -2.90900 1.37575 0.040 0.085 0.050 -0.502
O 0.35789 -2.36794 0.35937 0.101 -0.039 0.012 0.094
C 1.84231 -4.03007 1.29757 -0.036 -0.016 -0.080 0.345
C 2.31229 -4.61775 2.47387 0.008 -0.023 0.079 -0.468
C 2.45181 -4.59580 -0.00195 -0.044 -0.030 0.012 2.494
C 3.95358 -4.27015 -0.00646 0.015 0.004 -0.004 -1.808
C 2.25923 -6.12147 -0.07614 -0.017 0.025 0.007 -1.906
C 1.85605 -4.03611 -1.29075 0.123 -0.013 0.069 -1.943
H 1.71153 -5.70840 6.84598 -0.001 0.002 -0.003 0.465
H 0.72960 -4.40303 6.16075 -0.002 -0.003 0.003 0.299
H 0.73316 -5.98901 5.39037 -0.001 0.001 0.002 0.381
H 3.71777 -6.52468 5.67493 -0.001 0.002 -0.006 0.458
H 2.80834 -6.82965 4.18770 0.000 -0.003 -0.001 0.421
H 4.26730 -5.82842 4.14588 0.002 -0.003 -0.002 0.359
H 3.78340 -4.28979 6.73215 -0.001 0.003 -0.006 0.486
H 4.26510 -3.52824 5.20029 -0.003 0.002 0.000 0.363
H 2.84776 -2.94279 6.06413 -0.003 0.007 -0.001 0.258
H 1.02180 -2.56181 4.78633 0.010 -0.016 0.006 0.317
H 1.71640 0.04648 5.11686 0.006 0.008 0.007 0.321
H 4.98246 2.09303 3.29201 -0.081 -0.047 0.029 0.292
H 3.11987 3.88824 0.64577 0.002 -0.008 -0.013 0.353
H 3.93842 3.45386 -0.86856 -0.011 -0.014 0.006 0.494
H 2.43817 2.62699 -0.39583 -0.059 -0.015 -0.013 -0.121
H 5.42729 3.48164 1.71106 0.010 -0.007 -0.019 0.410
H 6.19311 1.88819 1.56309 -0.003 0.015 -0.021 0.415
H 6.02484 2.92694 0.14263 0.011 0.006 -0.009 0.484
H 3.49919 0.32886 -0.50412 -0.027 -0.016 0.005 -0.008
H 4.95051 1.14317 -1.13118 -0.002 -0.002 0.000 0.486
H 5.07272 0.05803 0.26837 -0.011 0.012 -0.003 0.373
H 2.39954 1.14243 6.99820 -0.004 -0.004 -0.003 0.377
H 3.22425 -0.40017 6.73727 0.003 0.002 0.006 0.097
H 3.93207 0.80819 7.81846 -0.005 0.002 0.002 0.478
H 3.39723 3.28840 6.06102 0.003 0.001 0.005 0.352
H 4.87212 2.91877 6.98062 0.003 0.003 0.000 0.482
H 4.95895 3.25680 5.24425 -0.004 0.004 -0.001 0.284
H 5.41584 -0.47068 5.48301 0.003 -0.001 0.000 0.232
H 6.15129 1.01022 4.86895 0.000 0.002 -0.001 0.281
H 6.07282 0.72995 6.61572 0.001 -0.003 -0.001 0.485
H 2.97250 -5.46911 2.36876 0.016 -0.002 0.008 0.139
H 4.46436 -4.72687 0.84245 0.020 -0.006 0.022 0.272
H 4.42188 -4.63218 -0.92831 0.003 -0.005 0.012 0.501
H 4.10153 -3.19022 0.05724 -0.001 -0.002 -0.013 0.282
H 2.66550 -6.64588 0.78901 0.016 0.008 -0.012 0.309
H 1.19228 -6.35361 -0.13998 0.033 -0.036 0.010 0.288
H 2.75096 -6.52036 -0.96968 -0.021 0.014 -0.013 0.482
H 1.90222 -2.94928 -1.33377 0.013 -0.065 0.008 0.140
H 2.40414 -4.45773 -2.14152 0.004 -0.011 -0.020 0.586
H 0.81678 -4.33603 -1.37652 -0.006 -0.011 -0.014 0.174
C -0.60825 -2.85293 -2.94774 0.066 0.079 0.037 -0.904
C -0.36474 -1.54055 -3.59831 0.009 -0.068 -0.128 0.231
N -0.18616 -0.43837 -2.95151 0.093 0.006 0.147 0.952
C -0.10042 0.64416 -3.79868 -0.036 0.013 0.067 -0.307
C -0.19408 0.34110 -5.11903 0.036 0.066 -0.104 -0.644
S -0.40527 -1.34377 -5.31973 -0.048 -0.049 0.045 -0.353
C 0.01150 1.98398 -3.21713 0.008 0.006 0.009 -0.633
C 0.10865 3.15361 -3.90148 -0.011 0.074 -0.070 -0.486
S 0.10769 4.46588 -2.80319 0.038 -0.086 0.040 -0.378
C -0.00654 3.34964 -1.47861 -0.030 0.212 0.038 0.240
N -0.03735 2.11208 -1.85227 -0.002 -0.154 0.214 0.950
C -0.14676 3.82963 -0.07662 -0.041 -0.042 -0.149 0.189
H -0.31312 -2.77666 -1.90172 -0.020 -0.025 -0.060 -0.410
H -0.06192 -3.66044 -3.43641 0.023 0.035 0.034 0.599
H -1.66851 -3.07872 -2.98220 -0.184 -0.044 -0.049 0.363
H -0.16490 1.00814 -5.96435 0.004 0.028 0.033 0.432
H 0.16275 3.30310 -4.96707 -0.006 -0.019 0.005 0.452
H 0.24470 4.83827 0.04648 0.005 -0.003 0.011 0.597
H 0.35098 3.14176 0.60675 0.032 -0.010 -0.041 -0.303
H -1.20966 3.83692 0.17322 0.068 0.015 -0.089 -0.660
N -1.54871 1.91590 2.18316 0.019 0.006 -0.193 -0.321
C -1.63344 3.04633 2.45328 -0.148 -0.229 -0.162 0.540
N -1.66353 4.29755 2.80575 0.206 0.075 0.423 -0.893
C -2.25013 5.22027 2.09546 -0.211 0.136 -0.176 0.755
N -2.74025 6.11569 1.53112 0.061 -0.044 0.025 -0.755
C -1.58633 -4.81605 0.42681 -0.036 0.001 0.005 -1.109
N -2.54220 -4.02164 1.19307 -0.036 0.016 -0.065 -0.141
C -2.92669 -2.77482 0.79359 0.030 0.011 0.197 0.232
S -3.20598 -1.56292 1.91447 0.011 -0.012 0.045 -0.188
N -3.05829 -2.55035 -0.52819 -0.058 0.245 -0.146 0.780
C -3.71481 -3.47359 -1.42617 0.010 -0.038 -0.022 -1.241
H -0.92070 -5.32011 1.12669 0.001 0.010 -0.004 0.409
H -0.97177 -4.15558 -0.18745 -0.047 -0.056 0.010 0.291
H -2.07777 -5.57215 -0.19054 -0.020 -0.015 0.000 0.370
H -2.40716 -4.03605 2.19171 0.014 -0.011 0.017 0.367
H -3.17633 -1.54393 -0.76505 0.036 -0.121 0.000 -0.985
H -3.12920 -4.37510 -1.62118 -0.006 0.049 -0.022 0.337
H -3.87798 -2.94669 -2.36673 0.013 -0.021 -0.005 0.436
H -4.69397 -3.77419 -1.03785 0.008 -0.040 0.010 0.314
C -6.00092 1.23852 -0.27171 -0.010 -0.010 -0.003 -1.986
C -5.29837 1.48477 -1.60445 0.049 -0.063 -0.018 1.597
C -6.32352 1.59546 -2.72061 -0.040 0.036 0.029 -2.016
O -4.45991 0.33993 -1.85703 0.056 0.198 0.073 -0.563
B -3.14802 0.60465 -1.35474 -0.180 -0.428 -0.160 -1.451
O -3.07850 1.98296 -1.11370 0.061 0.120 0.084 1.139
C -4.27798 2.65322 -1.53513 0.019 -0.039 -0.004 1.876
C -4.60388 3.73809 -0.52405 0.008 0.002 -0.076 -1.818
C -3.98156 3.27646 -2.89824 0.007 -0.006 0.007 -2.005
H -6.58090 0.31699 -0.35049 0.000 -0.008 0.003 0.489
H -6.67388 2.05832 -0.00821 -0.009 -0.010 0.002 0.354
H -5.26915 1.10228 0.52546 0.001 0.020 0.000 0.286
H -6.96625 0.71297 -2.70580 -0.005 0.001 0.003 0.470
H -5.84443 1.65144 -3.69666 0.011 -0.005 -0.003 0.356
H -6.95260 2.48079 -2.58404 0.002 -0.002 -0.012 0.327
H -4.65583 3.33237 0.48409 0.002 0.004 0.009 0.308
H -5.55660 4.22067 -0.76425 -0.004 0.020 0.014 0.318
H -3.82361 4.50071 -0.52800 -0.035 0.006 0.015 0.516
H -3.70535 2.50426 -3.61854 -0.014 -0.006 -0.009 0.320
H -3.13442 3.95655 -2.78935 -0.001 -0.010 0.005 0.393
H -4.83461 3.84256 -3.28215 0.005 0.012 -0.006 0.356